[1]
The following is a DFT calculation (wB97M-V/def2-TZVPD) of a molecular structure, C21H27BFeN11O4Se.

Cartesian coordinates (Å):
1 Fe 0.5986 0.3974 -0.4387
2 C 2.5537 1.7235 -3.3373
3 C 1.2637 1.0053 -3.5615
4 C 0.6340 0.7972 -4.7937
5 C -0.5049 0.0711 -4.5246
6 C -1.5438 -0.4319 -5.4741
7 N -0.5506 -0.1378 -3.2000
8 N 0.5348 0.4291 -2.5960
9 B -1.5809 -0.9501 -2.4067
10 N -2.2743 -0.0259 -1.3985
11 N -1.6662 1.1043 -0.9537
12 C -2.6093 1.7944 -0.2954
13 C -2.4520 3.1911 0.2215
14 C -3.8054 1.0690 -0.2798
15 C -3.5506 -0.0850 -0.9882
16 C -4.4662 -1.2226 -1.3025
17 N -0.8321 -2.0508 -1.6537
18 N 0.2747 -1.7047 -0.9444
19 C 0.8782 -2.8472 -0.5747
20 C 2.1743 -2.9137 0.1668
21 C 0.1170 -3.9299 -1.0349
22 C -0.9430 -3.3851 -1.7282
23 C -2.0570 -4.0769 -2.4460
24 H 2.7797 2.3440 -4.2035
25 H 3.3694 1.0148 -3.1930
26 H 2.5220 2.3407 -2.4466
27 H 0.9745 1.1369 -5.7593
28 H -1.3221 -0.0672 -6.4750
29 H -2.5398 -0.0923 -5.1900
30 H -1.5608 -1.5225 -5.5008
31 H -2.3883 -1.4314 -3.1509
32 H -1.6345 3.6962 -0.2787
33 H -2.2801 3.2160 1.2980
34 H -3.3698 3.7437 0.0238
35 H -4.7388 1.3621 0.1761
36 H -5.4710 -0.9867 -0.9598
37 H -4.1387 -2.1374 -0.8029
38 H -4.4997 -1.4245 -2.3739
39 H 2.7011 -1.9728 0.1371
40 H 2.8073 -3.6854 -0.2728
41 H 2.0150 -3.1653 1.2169
42 H 0.3394 -4.9783 -0.9079
43 H -1.9390 -5.1539 -2.3417
44 H -2.0615 -3.8284 -3.5087
45 H -3.0300 -3.7958 -2.0393
46 N 0.8002 3.9050 2.0945
47 C 0.8815 3.4471 0.8492
48 N 0.3523 2.2457 0.8011
49 C 0.0264 1.9911 2.1047
50 N 0.2632 2.9844 2.9198
51 C -0.4266 0.6610 2.5118
52 C -0.2997 0.1878 3.8108
53 N -0.5664 -1.0753 4.1088
54 C -0.9758 -1.8563 3.1090
55 C -1.1280 -1.3768 1.8208
56 N -0.8419 -0.1118 1.5195
57 H 1.1545 4.7692 2.4669
58 H 1.3131 3.9910 0.0247
59 H 0.0585 0.8397 4.5984
60 H -1.1762 -2.8936 3.3456
61 H -1.4709 -2.0090 1.0096
62 O 4.4168 -0.0556 0.8671
63 Se 3.0345 0.7518 0.9680
64 O 2.4497 1.2223 -0.5574
65 O 1.7169 -0.2671 1.2172
66 O 3.0243 2.0077 1.9827

Properties
Spin multiplicity: 6
Net charge: 0
Highest occupied orbital energy (alpha / beta), eV: -9.0 / -9.0

---

[2]
The following is a DFT calculation (wB97M-V/def2-TZVPD) of 2 unconnected molecules or ions with the total composition C4H9NP in a non-equilibrium geometry.

Cartesian coordinates (Å):
1 C 2.3361 0.0032 0.4858
2 C 1.7424 -0.9495 -0.2490
3 C 0.3945 -0.6042 -0.8232
4 C 0.0349 0.6755 -0.0694
5 N -1.2174 1.3633 -0.2922
6 P 1.2750 1.4743 0.7199
7 H 3.2733 -0.1456 1.0194
8 H 2.2979 -1.9059 -0.6141
9 H -0.9452 -0.4869 2.3948
10 H 0.7430 -0.3083 -1.7480
11 H -0.2969 -1.3788 -0.5809
12 H -0.4442 -0.1339 1.9247
13 H -1.3902 2.1591 -1.1314
14 H -1.4359 2.0256 0.5668
15 H -1.9512 0.7488 -0.5538

Properties
Net charge: +1
Highest occupied orbital energy, eV: -13.4

---

[3]
The following is a DFT calculation (wB97M-V/def2-TZVPD) of 9 unconnected molecules or ions with the total composition C42H102O27S4 in a non-equilibrium geometry.

Cartesian coordinates (Å):
1 C -5.3448 -7.3854 2.4466
2 C -5.0406 -5.9515 2.7185
3 O -4.8897 -5.2090 1.5184
4 S -3.8668 -4.0085 1.5217
5 C -2.3026 -4.8232 1.4245
6 O -4.0826 -3.3223 0.2998
7 O -4.0197 -3.3171 2.7611
8 H -6.2853 -7.4919 1.9060
9 H -5.4924 -7.9120 3.3911
10 H -4.5555 -7.9046 1.9033
11 H -5.9032 -5.5065 3.2150
12 H -4.1802 -5.8091 3.3710
13 H -2.3587 -5.4744 0.5560
14 H -2.1559 -5.4981 2.2706
15 H -1.5179 -4.0763 1.4334
16 C -1.1174 5.4783 -3.3646
17 C -1.2104 4.2966 -4.3410
18 O -2.1042 4.5206 -5.3970
19 S -1.5529 5.2628 -6.7026
20 C -2.9082 4.7843 -7.7814
21 O -1.6633 6.6574 -6.4619
22 O -0.3206 4.6763 -7.0665
23 H -0.3101 6.1649 -3.6617
24 H -0.8345 5.1619 -2.3585
25 H -2.0337 6.0674 -3.3241
26 H -0.2394 3.9104 -4.6470
27 H -1.6058 3.4726 -3.7374
28 H -3.3343 3.8721 -7.3962
29 H -2.4053 4.7417 -8.7454
30 H -3.6188 5.5939 -7.6877
31 C -7.1014 -2.0434 3.1079
32 C -6.4807 -0.6954 3.1452
33 O -7.1533 0.0807 2.1524
34 S -6.6911 1.6022 1.9866
35 C -5.6979 1.4086 0.5469
36 O -7.8134 2.3509 1.5663
37 O -5.9130 1.8649 3.1457
38 H -6.6792 -2.7288 3.8413
39 H -6.9449 -2.4453 2.1057
40 H -8.1800 -2.0467 3.2772
41 H -6.3797 -0.2160 4.1161
42 H -5.4416 -0.7649 2.7953
43 H -5.5928 2.3812 0.0787
44 H -6.2275 0.7326 -0.1322
45 H -4.7730 0.8459 0.6518
46 C 7.1179 -2.4889 -0.5312
47 C 7.3251 -1.7605 0.8122
48 O 8.7191 -1.4287 1.1454
49 S 9.7550 -2.6269 1.2797
50 C 11.0434 -1.7286 2.0890
51 O 9.2050 -3.6070 2.1454
52 O 10.2206 -3.0191 -0.0101
53 H 7.1892 -3.5732 -0.5159
54 H 7.6892 -2.1233 -1.3839
55 H 6.0624 -2.2789 -0.7856
56 H 6.7862 -0.8177 0.8255
57 H 6.9149 -2.4199 1.5908
58 H 10.5893 -0.9747 2.7278
59 H 11.5809 -1.1935 1.3106
60 H 11.6847 -2.3889 2.6552
61 C -5.2084 5.2339 2.2288
62 O -4.6747 4.8160 0.9561
63 C -4.5462 5.8332 0.0001
64 C -5.8341 6.4720 -0.4541
65 O -5.6771 7.0306 -1.7159
66 C -5.3535 6.1250 -2.7098
67 C -5.3169 6.8297 -4.0039
68 O -4.2446 7.6061 -4.0337
69 C -4.1007 8.2931 -5.2865
70 H -4.3625 5.6923 2.7725
71 H -5.3851 4.2997 2.7529
72 H -6.0188 5.9443 2.0983
73 H -4.0440 5.3821 -0.8568
74 H -3.7782 6.5782 0.2871
75 H -6.2140 7.2176 0.2387
76 H -6.6300 5.7061 -0.4793
77 H -6.0797 5.3010 -2.6564
78 H -4.3588 5.6622 -2.6272
79 H -6.2609 7.3825 -4.1169
80 H -5.3279 6.0908 -4.8153
81 H -4.0151 7.5950 -6.1149
82 H -3.2044 8.8906 -5.1662
83 H -4.9712 8.9621 -5.3298
84 C 4.6918 -5.2990 -0.7821
85 O 5.9836 -5.7092 -0.5574
86 C 6.2844 -5.7978 0.8368
87 C 7.6706 -6.3068 1.0402
88 O 7.7833 -7.6613 0.7775
89 C 8.9907 -7.9956 0.1619
90 C 8.9512 -9.4502 -0.1917
91 O 9.4377 -10.3025 0.8054
92 C 10.8283 -10.4140 0.7958
93 H 4.4979 -4.3141 -0.3587
94 H 3.9434 -6.0827 -0.5884
95 H 4.5032 -5.2045 -1.8624
96 H 5.5519 -6.4094 1.3917
97 H 6.2457 -4.7772 1.2725
98 H 8.0010 -6.1026 2.0636
99 H 8.3055 -5.6653 0.4075
100 H 9.8688 -7.7165 0.7543
101 H 9.0191 -7.4246 -0.7778
102 H 9.5165 -9.6050 -1.1177
103 H 7.9076 -9.7282 -0.3152
104 H 11.2733 -9.4465 1.0368
105 H 11.2170 -10.8049 -0.1586
106 H 11.1051 -11.1888 1.5093
107 C -1.2972 -0.6470 5.3545
108 O -0.7849 0.4551 4.6778
109 C -1.7722 1.3530 4.2960
110 C -1.0847 2.5180 3.6448
111 O 0.1017 3.0061 4.3129
112 C 1.2815 2.3078 4.1380
113 C 2.4523 3.1412 4.5956
114 O 2.4627 3.2719 5.9844
115 C 1.7108 4.3663 6.4514
116 H -0.5675 -1.1601 5.9679
117 H -1.8829 -1.3044 4.6857
118 H -2.1187 -0.3577 6.0494
119 H -2.3262 1.7080 5.1717
120 H -2.4659 0.8980 3.5793
121 H -1.7660 3.3789 3.6763
122 H -0.7967 2.3468 2.5854
123 H 1.4411 2.0898 3.0585
124 H 1.2813 1.3423 4.6400
125 H 2.4751 4.0924 4.0510
126 H 3.3416 2.5588 4.3457
127 H 2.0321 5.2157 5.8381
128 H 2.1057 4.5801 7.4391
129 H 0.6557 4.1486 6.3936
130 C -3.6358 0.3330 -5.0410
131 O -2.2733 0.5508 -4.6768
132 C -1.7029 -0.5661 -4.0737
133 C -0.2280 -0.4087 -3.9479
134 O 0.0162 0.7063 -3.1077
135 C 1.4071 0.9896 -2.9472
136 C 1.6253 2.3968 -2.4333
137 O 1.1222 2.4277 -1.1248
138 C 1.2314 3.6910 -0.5128
139 H -3.8638 1.1455 -5.7496
140 H -4.3726 0.3930 -4.2324
141 H -3.7537 -0.5675 -5.6642
142 H -1.9853 -1.5075 -4.5731
143 H -2.1475 -0.7171 -3.0740
144 H 0.2507 -0.2832 -4.9309
145 H 0.1585 -1.3473 -3.5058
146 H 1.9269 0.8631 -3.9153
147 H 1.8061 0.2241 -2.2620
148 H 1.1510 3.1041 -3.1300
149 H 2.7060 2.6072 -2.4479
150 H 0.9566 3.5378 0.5237
151 H 0.6798 4.4535 -1.0621
152 H 2.2947 3.9821 -0.5148
153 C 2.7779 -2.1528 -0.2793
154 O 2.0547 -1.4290 0.6443
155 C 0.6980 -1.7628 0.5706
156 C -0.0742 -0.9391 1.6022
157 O -1.4420 -1.1391 1.6675
158 C -2.1319 -0.7704 0.5387
159 C -2.0024 0.6450 0.0761
160 O -2.9362 0.8905 -0.9139
161 C -2.7006 2.1168 -1.6050
162 H 2.7559 -1.7084 -1.2820
163 H 2.5501 -3.2187 -0.2657
164 H 3.8431 -2.0666 -0.0304
165 H 0.5567 -2.8280 0.8508
166 H 0.2259 -1.5929 -0.4090
167 H 0.0144 0.0907 1.2043
168 H 0.3973 -0.9101 2.5787
169 H -3.1845 -0.9845 0.7507
170 H -1.9656 -1.4553 -0.3059
171 H -0.9936 0.7585 -0.3761
172 H -2.0145 1.4152 0.8665
173 H -2.7456 2.9371 -0.8643
174 H -3.3745 2.3283 -2.4316
175 H -1.6862 2.0527 -2.0358

Properties
SMILES: CCOS(C)(=O)=O.CCOS(C)(=O)=O.CCOS(C)(=O)=O.CCOS(C)(=O)=O.COCCOCCOC.COCCOCCOC.COCCOCCOC.COCCOCCOC.COCCOCCOC
Net charge: 0
Highest occupied orbital energy, eV: -9.3

---

[4]
The following is a DFT calculation (wB97M-V/def2-TZVPD) of C20H29N3O4S in the gas phase in a non-equilibrium geometry.

Cartesian coordinates (Å):
1 C 6.6132 5.0342 2.0690
2 C 5.9430 3.7929 1.5184
3 O 6.3575 3.1793 0.5659
4 N 4.8190 3.4593 2.2292
5 C 3.9397 2.3947 2.0387
6 C 4.1125 1.4438 1.0319
7 C 3.2026 0.4118 0.9019
8 C 2.1272 0.3242 1.7651
9 S 0.9709 -1.0241 1.5661
10 O -0.0648 -0.8808 2.5584
11 O 1.6896 -2.2655 1.5370
12 N 0.4393 -0.7177 0.0082
13 C 0.0240 -1.8786 -0.7473
14 C -1.3499 -2.3730 -0.2979
15 C -2.4010 -1.2588 -0.4405
16 C -2.6632 -0.9820 -1.9191
17 O -2.0774 -0.1054 -2.5321
18 N -3.5519 -1.7907 -2.5475
19 C -4.4124 -2.7681 -1.9217
20 C -5.6907 -2.1719 -1.3004
21 C -6.1674 -0.8897 -1.9843
22 C -6.2543 -0.9841 -3.5108
23 C -4.9531 -0.5754 -4.2004
24 C -3.7996 -1.5485 -3.9575
25 C -1.9149 -0.0039 0.2984
26 C -0.4892 0.3867 -0.0959
27 C 1.9442 1.2582 2.7666
28 C 2.8484 2.2930 2.9046
29 H 5.9308 5.8806 2.0281
30 H 6.9129 4.8730 3.1025
31 H 7.4934 5.2568 1.4734
32 H 4.5815 4.0630 3.0047
33 H 4.9551 1.5236 0.3660
34 H 3.3162 -0.3374 0.1358
35 H 0.7784 -2.6491 -0.5835
36 H 0.0075 -1.5981 -1.8045
37 H -1.6288 -3.2515 -0.8834
38 H -1.2801 -2.6593 0.7545
39 H -3.3309 -1.5793 0.0342
40 H -3.8637 -3.3305 -1.1640
41 H -4.6958 -3.4783 -2.7027
42 H -6.4763 -2.9280 -1.3543
43 H -5.5272 -1.9499 -0.2438
44 H -5.4968 -0.0690 -1.7207
45 H -7.1513 -0.6467 -1.5776
46 H -7.0421 -0.3130 -3.8598
47 H -6.5348 -1.9971 -3.8070
48 H -4.6544 0.4117 -3.8429
49 H -5.1163 -0.5062 -5.2777
50 H -4.0060 -2.5078 -4.4404
51 H -2.8849 -1.1281 -4.3819
52 H -2.5828 0.8328 0.0860
53 H -1.9319 -0.2093 1.3701
54 H -0.1221 1.1814 0.5578
55 H -0.4757 0.7344 -1.1317
56 H 1.0957 1.1560 3.4247
57 H 2.7136 3.0272 3.6866

Properties
SMILES: CC(=O)Nc1ccc(S(=O)(=O)N2CCC(C(=O)N3CCCCCC3)CC2)cc1
Net charge: 0
Highest occupied orbital energy, eV: -8.8

---

[5]
The following is a DFT calculation (wB97M-V/def2-TZVPD) of C17H24N2O2 in the gas phase in a non-equilibrium geometry.

Cartesian coordinates (Å):
1 C 4.2188 3.4144 -0.8680
2 C 3.2874 2.2339 -0.2908
3 O 2.6383 1.7197 -1.4577
4 C 1.7173 0.9550 -0.9824
5 N 1.6723 0.6375 0.2391
6 C 0.9016 -0.6173 0.7178
7 C 0.8353 -0.8298 2.1181
8 C 0.1924 0.1999 3.0585
9 C -1.2225 0.2820 2.6650
10 C 0.3785 0.1643 4.5440
11 C 0.0241 -1.1500 -0.1738
12 C -0.0808 -0.6684 -1.5798
13 C 0.8287 0.3637 -1.7008
14 C 0.9847 0.8132 -3.1145
15 N 0.9409 1.1989 -4.4880
16 C -1.0992 -1.2848 -2.3591
17 C -2.4741 -1.2487 -1.9332
18 C -3.3790 -2.1514 -2.5756
19 C -3.0210 0.2848 -1.6221
20 O -2.4402 -1.8119 -0.4138
21 C -1.0928 -2.1070 -0.0981
22 H 3.7760 4.2643 -1.2889
23 H 5.0234 3.8484 -0.2319
24 H 5.0110 2.9206 -1.5923
25 H 2.6739 2.6094 0.6131
26 H 3.9677 1.4394 0.1173
27 H 0.4379 -1.9146 2.4535
28 H 2.0535 -1.0164 2.3987
29 H 0.6432 1.4245 2.8642
30 H -1.4603 0.4575 1.6775
31 H -1.7982 1.0418 3.5469
32 H -1.6688 -0.8251 3.0811
33 H 0.0702 0.7312 5.1658
34 H 0.1525 -0.9040 4.9629
35 H 1.4561 0.0571 4.6087
36 H -1.0230 -0.8553 -3.4200
37 H -0.7442 -2.1693 -2.6429
38 H -3.5216 -2.0665 -3.5032
39 H -4.4044 -2.1353 -2.0172
40 H -2.8997 -3.3157 -2.5078
41 H -3.2286 0.4951 -2.6515
42 H -4.0121 0.2791 -1.1358
43 H -2.2191 0.5605 -1.1102
44 H -0.8317 -3.1773 -0.2168
45 H -1.2644 -2.1476 1.1442

Properties
SMILES: CCOc1nc(CC(C)C)c2c(c1C#N)CC(C)(C)OC2
Net charge: 0
Highest occupied orbital energy, eV: -9.0

---

[6]
The following is a DFT calculation (wB97M-V/def2-TZVPD) of 10 unconnected molecules or ions with the total composition C4H27NO10S in a non-equilibrium geometry.

Cartesian coordinates (Å):
1 C -0.7211 -1.6601 0.2801
2 N 0.2044 -0.5196 0.4236
3 C 1.5935 -1.0091 0.8181
4 O 2.3322 -1.6262 -0.1894
5 C -2.0854 -1.2946 0.9335
6 C -3.0839 -0.5944 -0.0337
7 S -4.0931 0.6262 0.8548
8 H -0.3923 -2.5308 0.8512
9 H -0.8881 -2.0441 -0.7258
10 H 0.3125 -0.0284 -0.4403
11 H 1.3233 -1.7819 1.5325
12 H 2.0999 -0.0784 1.0977
13 H -1.9953 -0.7308 1.8580
14 H -2.4937 -2.2508 1.2897
15 H -3.6482 -1.4417 -0.4262
16 H -2.5082 -0.0041 -0.7402
17 H 1.3720 1.5008 2.7975
18 H 2.2100 -0.7680 -1.1971
19 O 1.9356 2.2638 2.6403
20 H -1.4372 3.5437 0.9817
21 H -1.6102 3.9052 -0.4420
22 O -1.3424 4.2766 0.3977
23 H -0.5888 0.5958 3.5638
24 H -1.2321 -0.6785 3.0299
25 O -0.7766 -0.3172 3.8082
26 H 1.8429 2.3030 1.6757
27 H 2.9031 -0.5099 -2.4851
28 O 2.1113 -0.1061 -2.1205
29 H 1.6513 -2.7169 -1.2646
30 H 0.7273 -3.3377 -2.5871
31 O 1.0593 -3.3961 -1.7001
32 H -0.5330 0.6655 1.2476
33 H -1.7368 1.6237 1.5624
34 O -0.7679 1.6144 1.5305
35 H 0.3418 -1.5484 -2.6712
36 H 1.2304 -1.1470 -3.8926
37 O 0.4244 -1.5877 -3.6266
38 H 0.8378 1.2517 -2.0839
39 H -0.2521 0.8054 -3.0085
40 O -0.1309 1.3137 -2.1989
41 H 1.2751 2.8251 -0.2297
42 H 2.3079 1.8301 -0.6800
43 O 2.2217 2.7637 -0.4311

Properties
Net charge: -2
Highest occupied orbital energy, eV: -0.7

---

[7]
The following is a DFT calculation (wB97M-V/def2-TZVPD) of a molecular structure, C34H39N5O4P2Pd in a non-equilibrium geometry.

Cartesian coordinates (Å):
1 Pd -0.2044 -2.0953 -6.0474
2 C -1.3045 2.6117 -0.8974
3 C -1.5705 1.8281 -1.9381
4 C -0.8031 1.5677 -3.2022
5 C 0.5180 0.7722 -3.1458
6 C 1.7456 1.4455 -2.6058
7 C 1.8259 2.6745 -2.0997
8 C 0.7353 3.6879 -1.9574
9 C -0.1237 3.4753 -0.6801
10 C 0.3577 -2.6369 -4.0936
11 H -2.0133 2.6492 -0.0646
12 H -2.4551 1.1996 -1.8511
13 H -0.6929 2.4859 -3.7945
14 H -1.4797 0.8997 -3.7597
15 H 0.3292 -0.1560 -2.5802
16 H 0.7358 0.4095 -4.1661
17 H 2.6435 0.8222 -2.6789
18 H 2.7821 3.0259 -1.7054
19 H 0.0653 3.7681 -2.8175
20 H 1.2161 4.6604 -1.8274
21 H 0.4843 3.0631 0.1458
22 H -0.4640 4.4718 -0.3292
23 H -0.3621 -2.1715 -3.4067
24 H 1.3875 -2.3577 -3.8145
25 H 0.2012 -3.7240 -4.1298
26 P 1.4213 -1.4187 -7.3912
27 P -1.8708 -0.9509 -7.0738
28 N 2.8180 -0.2990 -7.3674
29 N 2.1943 -2.6312 -8.4216
30 N -1.9866 0.9081 -7.1824
31 N -3.5320 -1.2652 -7.5200
32 C 0.3630 -0.5112 -8.5810
33 C -0.9961 -1.2162 -8.6868
34 C 3.5943 0.1244 -6.2922
35 C 4.5524 1.0302 -6.7625
36 C 4.3448 1.1907 -8.1594
37 C 3.3078 0.3365 -8.5158
38 C 2.4434 -3.9388 -8.0165
39 C 2.8277 -4.6900 -9.1186
40 C 2.7943 -3.8195 -10.2576
41 C 2.4472 -2.5622 -9.7939
42 C -2.2782 1.8173 -6.1654
43 C -2.3005 3.1127 -6.6758
44 C -1.9751 3.0138 -8.0591
45 C -1.8411 1.6590 -8.3505
46 C -4.2666 -0.5256 -8.4685
47 C -5.3060 -1.3099 -8.9461
48 C -5.2165 -2.5856 -8.2819
49 C -4.1337 -2.5285 -7.4218
50 H 0.8531 -0.3761 -9.5509
51 H 0.2665 0.4761 -8.1019
52 H -1.5997 -0.9168 -9.5511
53 H -0.8584 -2.3109 -8.6913
54 H 3.3996 -0.2729 -5.3113
55 H 5.2966 1.5273 -6.1608
56 H 4.8611 1.8639 -8.8324
57 H 2.8834 0.1522 -9.4912
58 H 2.2982 -4.1959 -6.9820
59 H 3.0813 -5.7428 -9.1131
60 H 2.9508 -4.1106 -11.2887
61 H 2.3416 -1.6413 -10.3339
62 H -2.4964 1.4727 -5.1703
63 H -2.5655 4.0104 -6.1305
64 H -1.8420 3.8269 -8.7561
65 H -1.6169 1.1884 -9.2893
66 H -3.9947 0.4853 -8.7132
67 H -6.0195 -1.0155 -9.6984
68 H -5.8672 -3.4263 -8.4619
69 H -3.7276 -3.2601 -6.7392
70 O 0.1052 1.3652 1.9620
71 C -0.5360 0.2977 2.1730
72 O -0.9561 -0.5929 1.3959
73 C -0.8507 -0.0047 3.6461
74 C -1.3076 -1.2870 4.0802
75 C -1.5763 -1.5381 5.4207
76 C -1.3747 -0.5182 6.3714
77 C -0.9591 0.7678 5.9706
78 C -0.6952 0.9993 4.6261
79 N -1.4397 -0.8104 7.7646
80 O -1.7344 -1.9727 8.1291
81 O -1.1905 0.1141 8.5753
82 H -1.4493 -2.1019 3.3746
83 H -1.9132 -2.5215 5.7495
84 H -0.8224 1.5561 6.7106
85 H -0.3301 1.9786 4.3167

Properties
Spin multiplicity: 5
Net charge: +2
Highest occupied orbital energy (alpha / beta), eV: -13.1 / -13.0